[1]
Computed, not measured: a structure of composition C39H35AsCl3N4NiO3S in a non-equilibrium geometry, with ωB97M-V with the def2-TZVPD basis set.

Output
**2S+1**: 3
**Kohn-Sham gap (alpha / beta)**: 5.8 / 5.8 eV
**Total charge**: +1
**Expectation value of S²**: 2.01
**E_tot**: -7474.61112 hartree
**HOMO level (alpha / beta)**: -9.51 / -9.46 eV

Element x y z (Å)
Ni  -0.176906  -0.591413  1.389486
S  1.322692  0.583578  2.894309
C  1.435598  2.254087  2.375876
C  2.309992  3.095243  3.077325
C  2.446003  4.424519  2.723320
C  1.716356  4.948470  1.663399
C  0.850307  4.129431  0.962948
C  0.705562  2.785267  1.302403
As  -0.529745  1.638957  0.334831
C  -2.021555  2.881110  0.093869
C  -2.045059  3.792867  -0.958060
C  -3.066670  4.726257  -1.047630
C  -4.079321  4.747817  -0.098323
C  -4.073319  3.825743  0.937358
C  -3.046694  2.898651  1.034109
C  0.181759  1.670492  -1.476142
C  -0.607253  1.103422  -2.474942
C  -0.151425  1.038535  -3.782048
C  1.101481  1.546427  -4.100106
C  1.885715  2.121681  -3.112141
C  1.431613  2.181124  -1.801062
H  2.869822  2.683842  3.906880
H  3.123376  5.060917  3.278802
H  1.818969  5.989075  1.385352
H  0.272216  4.538651  0.144017
H  -1.267880  3.772079  -1.711662
H  -3.071928  5.437048  -1.863835
H  -4.870740  5.482197  -0.168341
H  -4.872755  3.827913  1.667235
H  -3.031657  2.185888  1.852865
H  -1.593437  0.728605  -2.222069
H  -0.766511  0.592038  -4.553263
H  1.461919  1.489120  -5.118932
H  2.855391  2.534796  -3.362313
H  2.044663  2.638884  -1.032004
O  -3.000329  -3.514999  -5.680900
C  -1.884192  -2.978358  -5.156635
O  -0.901793  -2.830216  -5.822904
C  -1.940097  -2.596728  -3.706097
C  -0.762966  -2.651408  -2.967376
C  -0.764659  -2.289136  -1.636933
C  -1.939084  -1.865907  -1.022605
C  -3.109935  -1.758792  -1.773645
C  -3.107432  -2.131290  -3.106283
N  -1.878478  -1.499841  0.337325
C  -2.880452  -1.700594  1.096502
C  -2.856252  -1.248688  2.482353
C  -3.953617  -1.417312  3.313421
C  -3.890825  -0.930126  4.610249
C  -2.728188  -0.307827  5.028177
C  -1.665262  -0.196438  4.137027
N  -1.729247  -0.647216  2.892409
H  -3.679118  -3.665114  -5.015173
H  0.145650  -2.959092  -3.468943
H  0.140916  -2.297329  -1.050327
H  -4.002537  -1.334166  -1.331093
H  -4.014509  -2.004295  -3.685532
H  -3.781586  -2.206637  0.750601
H  -4.838882  -1.918397  2.943737
H  -4.735454  -1.034924  5.277716
H  -2.631246  0.093526  6.026599
H  -0.732562  0.274442  4.425406
O  1.414399  -0.774916  0.002139
C  2.517268  -0.557332  -0.492304
C  3.556207  0.322369  0.126367
C  4.396775  -0.651677  0.995409
C  4.920823  -1.924975  0.301316
C  3.851384  -2.990556  -0.019306
C  3.087589  -2.735636  -1.334361
N  2.968077  -1.288766  -1.559491
H  3.114907  1.083866  0.764411
H  4.183479  0.794991  -0.632139
H  3.784510  -0.941098  1.854003
H  5.246966  -0.087738  1.380698
H  5.641198  -2.377702  0.984659
H  5.483394  -1.661764  -0.600268
H  3.134748  -2.999102  0.805563
H  4.318400  -3.976078  -0.056954
H  2.101158  -3.193387  -1.295001
H  3.611358  -3.155203  -2.191341
H  3.820977  -0.913010  -1.943751
Cl  0.827176  -5.471215  0.464652
C  0.980867  -4.903069  2.141804
Cl  2.604505  -5.240540  2.760084
Cl  -0.240603  -5.681096  3.167258
C  0.733080  -3.471056  2.158160
N  0.502919  -2.351768  2.179804

Atoms 1-3, force components in eV/Å:
0.186 1.122 0.728
-0.161 -0.421 -0.092
-0.155 -0.085 -0.104

---

[2]
Computed, not measured: a cluster of 2 separate species, C3H8NS in total in a non-equilibrium geometry, with ωB97M-V with the def2-TZVPD basis set.

Output
**Kohn-Sham gap**: 6.5 eV
**Total charge**: -1
**E_tot**: -572.00288 hartree
**HOMO level**: -2.50 eV

Element x y z (Å)
C  -0.573433  2.481760  -1.000225
S  -1.538541  2.244403  0.618702
H  -0.955615  3.377344  -1.343723
H  -0.786110  1.724131  -1.828350
H  0.562778  2.557223  -0.887698
C  -0.032426  -2.580424  0.830064
C  0.872613  -1.607389  0.489612
N  0.729586  -0.325997  0.184087
H  -1.113360  -2.529541  1.056358
H  0.264074  -3.760273  0.611593
H  1.874135  -1.863538  0.531802
H  -0.236566  -0.068760  -0.148449
H  0.932868  0.351060  0.886225

Atoms 1-3, force components in eV/Å:
0.892 -2.195 0.622
0.805 -0.340 -0.865
-0.396 2.036 -0.997

---

[3]
Computed, not measured: a structure of composition C31H28F9IrN4PS2Se2 in a non-equilibrium geometry, with ωB97M-V with the def2-TZVPD basis set.

Output
**2S+1**: 2
**Kohn-Sham gap (alpha / beta)**: 6.4 / 4.7 eV
**Total charge**: +4
**Expectation value of S²**: 0.79
**E_tot**: -8359.47626 hartree
**HOMO level (alpha / beta)**: -19.65 / -19.65 eV

Element x y z (Å)
Ir  0.851986  -1.483413  -0.046708
N  -0.730143  -1.833287  3.190747
C  0.572255  -1.711486  3.121109
N  1.297714  -1.593990  1.998425
C  2.635377  -1.432438  2.325855
C  2.922420  -1.486728  3.678786
S  1.525452  -1.703040  4.591251
C  3.530675  -1.192037  1.272845
C  4.899528  -1.015286  1.364079
S  5.591584  -0.790692  -0.155215
C  4.007672  -0.948437  -0.886149
N  3.002557  -1.138096  -0.015357
N  3.876753  -0.902536  -2.186839
H  -1.315581  -1.761214  2.368415
H  -1.205158  -1.935093  4.080061
H  3.894053  -1.388336  4.160772
H  5.519190  -1.019411  2.258199
H  4.666866  -0.791727  -2.806502
H  2.975358  -1.068202  -2.595775
C  1.358998  -1.506488  -4.132237
Se  0.186371  -1.415916  -2.567586
C  -0.718091  -3.138551  -2.841928
C  -0.696230  -4.017111  -1.620976
Se  -1.086368  -2.995429  -0.001367
C  -0.478794  -4.440618  1.170159
H  0.655956  -1.549975  -4.970620
H  1.987822  -2.398096  -4.110791
H  1.916657  -0.574514  -4.207654
H  -0.238753  -3.636471  -3.679412
H  -1.730238  -2.864689  -3.139919
H  0.265775  -4.500351  -1.484684
H  -1.469383  -4.781072  -1.662744
H  0.411559  -4.912505  0.768787
H  -1.311849  -5.137721  1.207436
H  -0.293990  -4.036668  2.157360
F  2.399909  4.272874  4.843603
C  1.166903  4.494466  4.352625
F  0.279117  4.424856  5.357714
F  1.121567  5.718238  3.816302
C  0.820400  3.460055  3.298951
C  1.756125  2.523201  2.893779
C  1.413709  1.575244  1.940077
C  0.135334  1.557223  1.389399
C  -0.791177  2.538064  1.771219
C  -0.448946  3.477691  2.729272
P  -0.383467  0.471838  0.048783
C  -2.128079  0.113431  0.236897
C  -2.893413  -0.226936  -0.884868
C  -4.216973  -0.616908  -0.737339
C  -4.781262  -0.668960  0.529434
C  -4.045211  -0.292741  1.648571
C  -2.722388  0.097296  1.505489
C  -6.197433  -1.181694  0.724049
F  -6.852249  -0.420009  1.602370
F  -6.121851  -2.434303  1.211663
F  -6.860171  -1.208415  -0.432847
C  -0.130656  1.445472  -1.438589
C  -1.157125  2.236369  -1.956915
C  -0.896674  3.078514  -3.030988
C  0.377383  3.138042  -3.576132
C  1.414168  2.383332  -3.036860
C  1.160618  1.541233  -1.968626
C  0.632219  4.013921  -4.789146
F  -0.044215  5.158907  -4.689578
F  1.942399  4.278540  -4.908461
F  0.223126  3.357450  -5.890725
H  2.754666  2.554844  3.312442
H  2.181988  0.893569  1.585388
H  -1.782468  2.578671  1.326004
H  -1.169507  4.230577  3.033955
H  -2.471327  -0.164995  -1.884895
H  -4.820063  -0.864037  -1.605139
H  -4.523543  -0.270941  2.624653
H  -2.173112  0.446487  2.376872
H  -2.156333  2.215273  -1.534640
H  -1.690064  3.695994  -3.440038
H  2.413564  2.486238  -3.442112
H  1.986534  0.993633  -1.513462

Atoms 1-3, force components in eV/Å:
0.508 -0.453 -0.888
-0.315 -0.030 0.005
0.303 0.065 -0.195

---

[4]
Computed, not measured: a structure of composition C37H42ClF2N7ORuSTe, with ωB97M-V with the def2-TZVPD basis set.

Output
**2S+1**: 5
**Kohn-Sham gap (alpha / beta)**: 6.1 / 3.4 eV
**Total charge**: +2
**Expectation value of S²**: 6.04
**E_tot**: -3314.07469 hartree
**HOMO level (alpha / beta)**: -11.94 / -12.33 eV

Element x y z (Å)
Ru  -2.504396  0.973065  1.601878
C  -4.995252  0.990096  5.162808
C  -3.862649  0.989642  4.210160
N  -4.049020  0.653283  2.833406
N  -5.254591  0.273122  2.488180
C  -5.368919  0.049573  1.165751
N  -6.572734  -0.314968  0.730144
S  -4.035700  0.166242  0.060012
C  -2.536318  1.287855  4.519222
C  -2.102286  1.701442  5.801851
C  -0.775345  1.955485  6.028873
C  0.141378  1.784211  4.985299
C  -0.328019  1.394440  3.749436
N  -1.616736  1.166805  3.484742
H  -5.946992  1.008663  4.636817
H  -4.941986  1.849026  5.829114
H  -4.971570  0.089637  5.782425
H  -7.354238  -0.313478  1.366281
H  -6.750876  -0.418851  -0.256361
H  -2.826661  1.816333  6.591753
H  -0.439219  2.278511  7.003077
H  1.197878  1.944260  5.132835
H  0.359318  1.234204  2.928036
C  5.126210  0.810357  -1.590474
C  3.931338  1.456967  -0.876213
C  4.490537  2.394958  0.203754
C  3.155523  0.352353  -0.144811
C  3.074930  2.262787  -1.914258
O  3.829227  3.398831  -2.334531
C  2.680366  1.524931  -3.208919
C  1.987843  0.157065  -3.202773
C  1.513407  -0.192166  -4.589587
C  0.219781  0.112952  -4.998505
C  -0.210825  -0.174081  -6.284707
C  0.666660  -0.776234  -7.173974
Cl  0.134503  -1.148762  -8.780014
C  1.965279  -1.082482  -6.792136
C  2.378947  -0.786394  -5.503913
C  1.892428  3.045264  -1.299119
N  0.660384  2.336339  -0.964022
C  0.174075  2.082672  0.240403
N  -1.028326  1.525014  0.134070
C  -1.225116  1.475999  -1.218352
N  -0.226414  1.956554  -1.904328
H  5.745774  0.286291  -0.863249
H  5.770333  1.552303  -2.064367
H  4.827078  0.089790  -2.347889
H  5.240115  1.865442  0.790739
H  3.719668  2.727079  0.901904
H  4.958161  3.278676  -0.224853
H  3.861775  -0.199719  0.477991
H  2.677099  -0.358576  -0.811259
H  2.401901  0.765746  0.526137
H  4.645762  3.103027  -2.759032
H  3.598212  1.430868  -3.795685
H  2.047738  2.216012  -3.772252
H  1.127853  0.169245  -2.531952
H  2.664485  -0.627079  -2.859814
H  -0.455698  0.609351  -4.310658
H  -1.213521  0.070953  -6.603275
H  2.638517  -1.546893  -7.497434
H  3.391540  -1.031218  -5.207849
H  1.619379  3.816830  -2.017929
H  2.224571  3.542615  -0.390711
H  0.670966  2.371998  1.148211
H  -2.123857  1.108073  -1.682415
Te  -1.261421  -1.644922  1.630765
C  0.133073  -2.996800  2.437970
C  -0.334969  -4.014345  3.256629
C  0.580387  -4.948998  3.721610
C  1.919653  -4.846899  3.373736
C  2.363469  -3.813098  2.561190
C  1.467248  -2.868257  2.081166
C  -1.543034  -2.519575  -0.246468
C  -2.532592  -3.484929  -0.380166
C  -2.702686  -4.086094  -1.618892
C  -1.899537  -3.716957  -2.690054
C  -0.918465  -2.747794  -2.537407
C  -0.732791  -2.134483  -1.305492
H  -1.377585  -4.092273  3.533102
H  0.242561  -5.754526  4.357916
H  2.624476  -5.579100  3.740909
H  3.408813  -3.739998  2.296600
H  1.811064  -2.066094  1.443080
H  -3.159582  -3.775108  0.453167
H  -3.460862  -4.845867  -1.743696
H  -2.038294  -4.189930  -3.651669
H  -0.292766  -2.466290  -3.373706
H  0.037283  -1.381609  -1.186157
F  -1.884218  3.632813  1.948417
C  -3.006040  2.957342  1.575352
F  -3.322745  3.342727  0.326970
H  -3.814115  3.248721  2.257441

Atoms 1-3, force components in eV/Å:
-0.329 0.315 -0.103
-0.072 0.008 -0.038
0.135 -0.040 -0.149

---

[5]
Computed, not measured: an isolated molecule of C17H20BrFN6O2, with ωB97M-V with the def2-TZVPD basis set.

Output
**SMILES**: O=C(NCC[C@@H](F)Cn1cc(C2(C3CC3)CC2)nn1)c1ncnc(O)c1Br
**Kohn-Sham gap**: 9.2 eV
**Total charge**: 0
**E_tot**: -3812.66515 hartree
**HOMO level**: -9.03 eV

Element x y z (Å)
O  2.235202  -0.542357  -0.807824
C  1.528806  -0.710641  -1.781908
N  1.380962  -1.918689  -2.365405
C  1.946253  -3.109435  -1.750117
C  1.270851  -3.413697  -0.415006
C  -0.212461  -3.686960  -0.548971
F  -0.423789  -5.057747  -0.734388
C  -1.021108  -3.263467  0.670509
N  -1.005370  -1.818093  0.787832
C  -0.354924  -1.038862  1.676662
C  -0.590773  0.245291  1.252549
C  -0.139799  1.525126  1.857142
C  -0.480544  1.650282  3.315239
C  -0.597322  2.976794  4.001958
C  -1.830527  2.157395  3.730576
C  1.157347  2.109305  1.351272
C  -0.155090  2.728859  0.962336
N  -1.362447  0.170892  0.136725
N  -1.600350  -1.074728  -0.144172
C  0.830979  0.493512  -2.415818
N  1.421299  1.644548  -2.072207
C  0.871237  2.764452  -2.482828
N  -0.244032  2.881944  -3.200269
C  -0.836560  1.754951  -3.534091
O  -1.964838  1.826489  -4.242578
C  -0.329368  0.497264  -3.172789
Br  -1.334590  -1.001548  -3.724937
H  0.772291  -2.016138  -3.158052
H  1.814618  -3.933181  -2.451562
H  3.014620  -2.958683  -1.593922
H  1.737270  -4.279925  0.059668
H  1.431389  -2.553019  0.235077
H  -0.632063  -3.179849  -1.420936
H  -2.050690  -3.600689  0.563646
H  -0.599371  -3.686958  1.581661
H  0.201618  -1.444123  2.503308
H  -0.066999  0.854462  3.926681
H  -0.245510  3.041574  5.022096
H  -0.450847  3.878960  3.424929
H  -2.485539  2.492897  2.937357
H  -2.329053  1.688563  4.567432
H  1.759613  2.636812  2.079900
H  1.701434  1.557240  0.595807
H  -0.518241  2.571305  -0.042757
H  -0.423576  3.684004  1.391607
H  1.364414  3.688094  -2.203262
H  -2.154420  2.767777  -4.368168

Atoms 1-3, force components in eV/Å:
-0.157 -0.026 0.106
0.265 0.034 -0.158
0.011 -0.001 -0.041

---

[6]
Computed, not measured: a structure of composition C3H7O3S in a non-equilibrium geometry, with ωB97M-V with the def2-TZVPD basis set.

Output
**Kohn-Sham gap**: 6.1 eV
**Total charge**: -1
**E_tot**: -742.32615 hartree
**HOMO level**: -3.71 eV

Element x y z (Å)
O  0.864553  -1.438158  0.219154
C  1.265561  -0.403728  0.947197
O  2.440506  -0.303261  1.168407
C  0.232392  0.605761  1.158616
C  -1.080881  0.353294  0.718332
S  -2.406810  1.279066  1.407196
H  0.396424  1.495318  1.744451
H  1.685237  0.739783  -1.875063
H  -1.124849  0.353019  -0.479850
H  -1.321101  -0.694173  0.956494
H  1.321682  0.079287  -1.856702
H  0.176603  -1.063061  -0.375643
H  -1.481613  -0.599045  -2.259858
O  -0.967703  -0.404102  -1.472731

Atoms 1-3, force components in eV/Å:
-0.405 -0.760 -0.439
0.244 0.572 -1.447
1.213 0.486 1.562

---

Q: What is the E_tot in the third record?
A: -8359.47626 hartree